1.
Computed, not measured: a cluster of 2 separate species, C3H8BCl in total at a distorted geometry, with ωB97M-V/def2-TZVPD.

The geometry in XYZ format:
```
13
Properties=species:S:1:pos:R:3:mulliken_charge:R:1
B 0.044 0.792 0.162 0.14
C -1.064 1.148 -0.854 -0.86
C 1.380 0.843 0.940 -0.86
C -0.214 -2.071 -0.109 -0.71
Cl -1.837 -2.734 -0.446 -0.25
H -1.775 0.451 -0.943 0.31
H -0.678 1.308 -1.788 0.38
H -1.635 2.066 -0.549 0.27
H 2.075 0.603 0.195 0.33
H 1.422 0.247 1.843 0.30
H 1.751 1.817 1.159 0.39
H 0.014 -1.932 1.001 0.17
H 0.518 -2.538 -0.612 0.38
```

The calculation puts the HOMO energy (spin up / spin down) at -6.35 / -6.92 eV. The total energy comes out at -603.97154 Eh. Its largest force on an atom is 5.80 eV/Å. The frontier orbital gap (spin up / spin down) comes out at 6.315 / 6.984 eV.

2.
Computed, not measured: the ion C8H14N2O with charge +2 at a distorted geometry, with ωB97M-V/def2-TZVPD.

The geometry in XYZ format:
```
25
Properties=species:S:1:pos:R:3:mulliken_charge:R:1
C 1.871 -1.560 -0.162 -0.60
C 0.906 -2.386 0.336 -0.59
C -0.900 0.316 0.574 -0.58
C 2.158 0.920 -0.427 0.00
C -2.880 1.852 -0.217 -1.49
C -1.526 1.471 0.425 0.02
C 1.600 -0.341 -0.995 -0.35
C -1.187 -0.977 0.144 0.66
N -0.443 -2.083 0.158 -0.14
N 2.910 0.987 0.590 -0.18
O -2.395 -1.329 -0.263 -0.48
H 2.868 -1.909 0.000 0.65
H 1.072 -3.214 0.976 0.48
H -3.756 1.689 0.492 0.39
H -3.092 1.268 -1.164 0.41
H -1.204 2.434 0.743 0.43
H 2.120 -0.516 -1.955 0.43
H 0.508 -0.135 -1.092 0.40
H -0.074 0.275 1.301 0.49
H 1.912 1.931 -0.948 0.38
H -0.992 -2.821 -0.158 0.24
H 3.249 0.065 1.118 0.35
H -2.947 2.883 -0.527 0.37
H 3.302 1.857 0.921 0.29
H -3.081 -0.676 0.128 0.43
```

The calculation puts the HOMO energy at -17.56 eV. The total energy comes out at -497.28633 Eh. Its largest force on an atom is 4.14 eV/Å. The frontier orbital gap comes out at 9.149 eV. As for the SMILES: C\C=C/C(O)=[NH+]\C=C/CC=[NH2+]. Its total charge is +2.

3.
Computed, not measured: an isolated molecule of C2H5BO at a distorted geometry, with ωB97M-V/def2-TZVPD.

The geometry in XYZ format:
```
9
Properties=species:S:1:pos:R:3:mulliken_charge:R:1
B 1.117 -0.482 0.409 0.12
C -1.305 -0.529 -0.884 0.12
C -0.230 0.200 -0.039 -0.49
O -1.388 -1.730 -0.951 -0.48
H 2.109 -0.526 -0.242 -0.04
H 1.137 -0.964 1.513 -0.04
H -1.964 0.293 -1.288 0.27
H -0.874 0.153 0.873 0.25
H -0.285 1.267 -0.330 0.31
```

The calculation puts the HOMO energy at -9.96 eV. The total energy comes out at -179.22511 Eh. Its largest force on an atom is 1.82 eV/Å. The frontier orbital gap comes out at 9.963 eV. As for the SMILES: BCC=O.

4.
Computed, not measured: a structure of composition C24H26As2N3RuSSe at a distorted geometry, with ωB97M-V/def2-TZVPD.

The geometry in XYZ format:
```
58
Properties=species:S:1:pos:R:3:mulliken_charge:R:1
Ru 0.426 -1.114 -0.305 -0.06
C -2.332 2.717 -0.688 -1.39
As -1.743 0.870 -0.608 0.90
C -2.678 0.200 -2.186 -1.04
C -2.970 0.177 0.765 0.20
C -3.774 1.028 1.516 -0.39
C -4.671 0.523 2.450 -0.70
C -4.787 -0.847 2.630 -0.81
C -3.966 -1.703 1.909 -0.42
C -3.043 -1.199 0.999 0.05
As -1.728 -2.392 0.207 0.86
C -1.353 -3.610 1.658 -1.25
C -2.771 -3.508 -0.969 -1.17
H -3.417 2.759 -0.770 0.42
H -1.872 3.162 -1.568 0.40
H -1.992 3.259 0.192 0.42
H -3.756 0.247 -2.044 0.36
H -2.369 -0.822 -2.396 0.22
H -2.386 0.815 -3.037 0.46
H -3.706 2.099 1.383 0.39
H -5.279 1.202 3.034 0.39
H -5.500 -1.249 3.338 0.39
H -4.045 -2.770 2.075 0.26
H -2.271 -4.072 2.014 0.49
H -0.865 -3.060 2.460 0.35
H -0.678 -4.372 1.273 0.44
H -3.603 -3.913 -0.398 0.40
H -2.123 -4.305 -1.325 0.42
H -3.143 -2.934 -1.814 0.37
Se 2.602 -2.398 0.371 -0.20
C 1.456 -3.409 -0.635 0.22
N 0.653 -4.031 -1.202 -0.50
C 4.338 2.269 4.268 -1.20
C 3.489 1.060 3.999 0.92
C 3.714 -0.147 4.650 -0.63
C 2.898 -1.203 4.306 -0.26
N 1.927 -1.103 3.400 -0.27
C 1.787 0.091 2.832 0.00
S 0.476 0.346 1.655 -0.22
N 2.521 1.181 3.091 -0.47
H 4.554 2.372 5.332 0.35
H 3.835 3.161 3.906 0.32
H 5.293 2.177 3.745 0.27
H 4.490 -0.251 5.396 0.37
H 3.019 -2.176 4.771 0.41
C 0.999 -0.189 -2.052 -1.05
C 1.564 0.497 -2.886 0.95
C 2.226 1.313 -3.872 0.27
C 3.442 1.931 -3.569 -0.52
C 4.083 2.717 -4.513 -0.46
C 3.522 2.897 -5.771 -0.37
C 2.314 2.286 -6.081 -0.50
C 1.668 1.499 -5.139 -0.42
H 3.872 1.786 -2.586 0.43
H 5.025 3.190 -4.267 0.37
H 4.024 3.511 -6.507 0.37
H 1.875 2.419 -7.061 0.37
H 0.728 1.017 -5.376 0.42
```

The calculation puts the HOMO energy (spin up / spin down) at -7.30 / -7.92 eV. The total energy comes out at -8460.30226 Eh. Its spin multiplicity is 6. Its largest force on an atom is 1.06 eV/Å. The frontier orbital gap (spin up / spin down) comes out at 7.917 / 6.323 eV.

5.
Computed, not measured: a cluster of 5 separate species, C15H37BrIN9O7 in total at a distorted geometry, with ωB97M-V/def2-TZVPD.

The geometry in XYZ format:
```
70
Properties=species:S:1:pos:R:3:mulliken_charge:R:1
C -4.121 2.206 1.655 -0.45
C -4.444 3.837 1.616 -0.15
C -3.522 4.476 0.430 -0.51
Br -4.463 6.192 -0.154 -0.18
N -2.077 4.561 0.600 0.55
C -1.220 3.660 -0.230 0.19
O -1.129 3.955 -1.557 -0.58
O -0.493 2.566 0.432 -0.19
C -0.459 1.340 -0.378 -0.30
C -1.067 0.092 0.554 -0.21
C -0.082 -1.227 0.428 -0.28
C -0.129 -2.172 1.772 -0.31
O -0.029 -1.410 3.042 -0.55
C -1.453 5.197 1.767 -0.77
I -1.436 3.968 3.635 0.06
C -1.799 6.783 2.054 -0.34
C -2.941 7.076 3.172 -0.83
H -4.840 1.615 2.394 0.19
H -4.321 1.757 0.569 0.25
H -3.015 1.954 1.944 -0.11
H -5.577 3.931 1.283 0.41
H -4.336 4.323 2.671 0.00
H -3.719 3.761 -0.511 0.39
H -1.124 1.357 -1.340 0.28
H 0.663 1.096 -0.666 0.18
H -1.175 0.505 1.646 0.20
H -2.134 -0.188 0.098 0.23
H 1.016 -0.906 0.139 0.03
H -0.514 -1.872 -0.466 0.23
H -1.107 -2.828 1.713 0.22
H 0.779 -2.944 1.758 0.17
H -0.810 -1.738 3.593 0.33
H -0.279 5.225 1.522 0.53
H -2.026 7.333 1.019 0.29
H -0.797 7.303 2.444 0.33
H -2.514 7.606 4.147 0.28
H -3.568 6.163 3.536 0.21
H -3.703 7.865 2.703 0.21
C 3.012 -3.719 -0.686 0.64
O 1.826 -3.666 -0.405 -0.64
N 3.763 -4.815 -0.473 -0.41
N 3.676 -2.686 -1.234 -0.30
H 4.741 -4.878 -0.698 0.15
H 3.301 -5.616 -0.061 0.22
H 3.149 -1.841 -1.411 0.17
H 4.653 -2.710 -1.473 0.18
C 6.919 -5.109 -3.565 0.72
O 6.809 -3.939 -3.235 -0.66
N 5.880 -5.841 -4.008 -0.36
N 8.088 -5.772 -3.514 -0.44
H 5.951 -6.806 -4.283 0.17
H 4.982 -5.379 -4.061 0.21
H 8.895 -5.258 -3.187 0.23
H 8.199 -6.736 -3.781 0.15
C 3.557 -2.261 -5.289 0.69
O 3.118 -3.376 -5.523 -0.66
N 4.626 -2.052 -4.501 -0.25
N 3.011 -1.143 -5.799 -0.40
H 5.002 -1.141 -4.296 0.18
H 5.068 -2.867 -4.096 0.04
H 2.204 -1.257 -6.399 0.24
H 3.358 -0.216 -5.618 0.16
C -4.504 -1.713 3.772 0.70
O -3.385 -1.821 4.248 -0.65
N -5.062 -2.663 3.000 -0.41
N -5.280 -0.633 3.977 -0.42
H -5.982 -2.591 2.599 0.16
H -4.511 -3.492 2.821 0.22
H -4.898 0.106 4.553 0.22
H -6.204 -0.525 3.594 0.16
```

The calculation puts the HOMO energy at -9.11 eV. The total energy comes out at -4484.88082 Eh. Its largest force on an atom is 8.90 eV/Å. The frontier orbital gap comes out at 9.495 eV. As for the SMILES: CC[C@@H](Br)N(C(=O)OCCCCO)[C@H](I)CC.NC(N)=O.NC(N)=O.NC(N)=O.NC(N)=O.

6.
Computed, not measured: a cluster of 2 separate species, C2H7N2O2 in total at a distorted geometry, with ωB97M-V/def2-TZVPD.

The geometry in XYZ format:
```
13
Properties=species:S:1:pos:R:3:mulliken_charge:R:1
N -1.049 -1.069 0.207 -0.82
C -0.859 0.061 1.137 -0.38
N -0.963 1.369 0.531 -0.69
H -0.769 -1.863 0.785 0.22
H -0.387 -1.118 -0.609 0.45
H 0.097 -0.047 1.662 0.31
H -1.675 -0.009 1.865 0.37
H -1.821 1.359 -0.020 0.26
H -0.226 1.480 -0.156 0.28
O 2.322 0.321 -0.212 -0.61
C 1.885 -0.030 -1.319 -0.07
O 0.905 -0.721 -1.704 -0.69
H 2.539 0.267 -2.167 0.36
```

The calculation puts the HOMO energy at -4.17 eV. The total energy comes out at -340.44995 Eh. Its largest force on an atom is 1.31 eV/Å. The frontier orbital gap comes out at 8.646 eV. Its total charge is -1.